Molecular formula: C26H35IN9O2PrSe2
Method: DFT, wB97M-V/def2-TZVPD

Output
- ΔE to the lowest compared entry with this formula, charge and spin: 0.526 eV
- Frontier orbital gap (spin up / spin down): 7.7 / 7.7 eV
- ⟨S²⟩: 2.00
- Lowest unoccupied orbital energy (spin up / spin down): -0.200 / -0.199 hartree
- E: -197886.937 eV
- Multiplicity: 3
- Total charge: +2

XYZ file:
```
76
Properties=species:S:1:pos:R:3:forces:R:3
C -4.149 -0.274 2.233 -0.89 -0.37 0.28
H 1.927 -3.462 -1.414 0.90 -0.35 0.11
C -0.400 -2.786 -0.406 -0.02 -0.24 -0.88
Se 2.137 3.587 -0.137 -0.29 0.18 -0.67
C -2.225 -5.041 -0.489 -1.62 -1.15 0.61
N 0.491 -1.932 -0.030 0.20 0.22 0.42
N -4.687 0.916 2.572 0.86 -0.99 -0.94
H -1.076 3.411 -0.470 0.08 -0.86 -0.72
C -3.950 -3.437 -1.389 1.05 0.12 0.44
N -1.731 3.885 3.475 1.50 -0.76 -1.53
N -0.289 2.874 2.035 0.70 -0.90 -0.14
C 3.462 -4.225 -0.004 0.34 0.58 0.56
C 2.419 -3.417 -0.429 -1.50 -0.06 -0.72
C 4.594 -1.000 -0.138 0.66 0.73 -0.62
C -0.925 2.867 -2.433 -1.30 -1.57 -1.63
H 3.037 3.532 -2.534 -0.14 -0.31 -0.24
H -4.123 1.052 -1.200 0.47 -0.36 -0.20
H -2.339 -1.413 1.789 -0.17 0.13 0.14
H 1.390 4.192 2.553 -0.39 -0.23 -0.16
C -2.476 1.800 2.371 0.32 -0.35 -0.13
C 3.265 -3.184 2.175 -0.69 0.23 0.01
H 0.583 -0.062 -2.995 0.38 0.63 0.03
C 2.735 4.314 -1.858 -0.05 0.36 0.36
H -0.124 3.541 -2.529 0.88 1.18 -0.11
C 1.705 -2.554 0.415 0.67 -0.68 0.07
O -1.585 -0.184 -0.801 -0.39 -0.05 -0.13
H -4.211 2.865 2.874 -0.27 0.60 0.19
H -4.876 -1.093 2.063 0.67 0.40 0.40
N -4.411 -2.203 -1.675 -0.07 -0.98 0.18
N -1.963 0.629 2.041 0.35 -1.65 0.00
H -1.445 0.927 -3.456 0.91 1.06 0.34
O -1.636 -4.885 0.852 -0.04 -0.82 -1.26
H 5.122 1.450 1.010 -0.15 -0.16 0.13
C -4.273 0.200 -1.881 -0.76 -1.11 1.39
H -3.884 0.361 -2.863 -0.19 0.73 -0.78
C -2.311 -1.248 -1.053 -0.13 -1.16 -0.30
C -0.570 1.634 -3.286 -1.04 -0.61 0.10
H -4.685 -4.249 -1.493 0.51 0.34 0.12
C 0.359 3.858 2.652 -0.22 -0.18 -0.73
H -1.423 -5.759 1.232 -0.25 0.43 -0.37
H -2.082 2.214 -0.903 0.51 -0.05 -0.23
H -1.855 3.246 -2.862 0.29 0.58 -0.10
N 0.466 0.876 -2.607 -0.87 -1.14 0.97
C 4.061 1.684 0.909 -0.29 1.32 0.62
H -0.239 1.996 -4.261 -0.12 -0.06 -0.10
C -3.819 1.909 2.607 -1.14 0.83 0.84
H -0.080 -3.832 -0.417 -0.30 0.16 0.12
H 3.561 1.665 1.903 0.35 -0.53 -0.62
C -3.667 -1.142 -1.487 0.96 0.78 0.30
C -1.529 2.896 2.585 -0.15 1.01 0.86
H 4.445 -1.632 -1.012 0.15 0.04 0.11
H 4.518 3.223 -0.561 -0.16 -0.05 0.67
H 3.518 -3.008 3.211 0.47 -0.37 -0.01
C -2.781 -0.456 2.060 0.15 1.26 -0.90
N -0.493 4.467 3.436 -0.86 1.48 1.80
H -0.292 5.307 3.994 -0.37 -0.70 -0.25
Pr 0.106 0.626 0.196 0.14 0.51 -0.04
C -1.758 -2.550 -0.900 -0.33 0.30 1.10
H 5.650 -0.615 -0.126 -1.17 -0.07 -0.21
H 1.995 4.986 -2.273 -0.28 -0.14 -0.13
H -1.689 -5.637 -1.267 0.53 0.60 0.90
C -2.618 -3.674 -0.947 -1.48 0.83 -1.03
H 4.732 -4.637 1.667 0.59 -0.59 0.39
C 2.190 -2.436 1.707 -0.53 0.34 -0.01
Se 3.300 0.509 -0.408 0.79 -1.24 0.18
H 4.016 -4.867 -0.692 -0.39 0.11 0.21
I 1.155 -1.094 2.971 0.24 -0.07 0.00
C 3.882 -4.103 1.333 -0.57 0.70 -0.72
C 3.937 3.111 0.374 0.46 -1.09 -0.99
H 1.296 1.403 -2.526 1.43 0.29 -0.44
H -5.359 0.004 -1.846 0.45 0.32 -0.63
H -3.209 -5.612 -0.418 1.17 0.57 0.20
N -1.115 2.541 -1.052 -0.89 0.90 2.48
H 4.263 3.800 1.102 0.52 0.88 0.76
H 4.437 -1.573 0.762 -0.34 0.13 0.19
H 3.603 4.919 -1.633 0.15 0.14 0.10
```
Positions in Å, forces in eV/Å.


Molecular formula: C26H35O2SiSn
Method: DFT, wB97M-V/def2-TZVPD

Output
- ΔE to the lowest compared entry with this formula, charge and spin: 0.661 eV
- Frontier orbital gap: 3.8 eV
- Lowest unoccupied orbital energy: 0.082 hartree
- E: -45331.412 eV
- Total charge: -1

XYZ file:
```
65
Properties=species:S:1:pos:R:3:forces:R:3
H -0.139 -3.860 1.998 0.35 -0.24 -0.30
H 0.481 -5.115 0.850 0.20 0.54 0.40
C -0.802 -5.120 4.233 -0.38 0.33 0.48
H 2.288 6.443 1.429 0.28 -0.17 -0.16
C -4.037 2.183 7.451 0.21 -0.60 0.01
C 5.044 -5.460 5.997 -0.06 0.30 0.07
H 4.565 -6.169 6.683 0.17 0.07 -0.14
H 2.044 -0.414 4.854 -0.20 0.10 0.01
O 2.631 2.332 -0.560 0.20 0.24 0.14
H 4.202 -2.681 2.946 0.25 0.07 0.25
H 2.610 -3.716 7.699 -0.06 0.18 -0.11
C -0.568 1.507 5.199 0.00 -0.50 -0.15
C -1.702 -0.564 6.692 -0.44 0.75 0.12
C 2.839 0.432 2.550 -0.02 -0.13 0.18
C -1.737 1.749 5.915 -0.60 -0.58 0.69
C 2.389 4.474 0.571 0.28 0.05 -0.29
H -2.160 -1.379 7.244 0.04 0.18 0.09
H 5.529 -6.008 5.179 -0.09 0.07 0.21
H -4.496 2.429 6.491 -0.01 -0.03 -0.06
H -0.062 -1.764 6.002 -0.34 0.41 -0.15
Sn 3.520 -4.129 5.174 -0.42 -1.04 -0.53
H 5.091 3.098 -0.997 -0.17 0.33 0.11
H -0.506 1.050 2.492 0.25 -0.10 -0.13
C 2.227 -5.765 4.196 1.04 1.17 0.83
C 0.868 1.538 0.910 0.61 0.30 -0.05
C 3.162 3.580 -0.184 0.01 -0.38 0.50
C 5.026 5.111 -0.136 -0.27 -0.11 -0.13
H -0.505 -4.966 5.284 -0.26 -0.10 -0.08
C 4.497 3.869 -0.501 -0.51 0.03 0.12
C -0.544 -0.777 5.972 -0.28 0.16 -0.23
H -3.313 2.958 7.706 0.07 -0.02 0.08
C 4.222 6.057 0.511 0.07 -0.11 0.03
H 2.175 -6.362 5.123 0.02 -0.14 -0.45
Si 0.609 -5.902 3.227 -0.24 -1.17 -0.53
C 3.199 0.920 1.305 -0.43 0.62 -0.23
C 1.134 -0.198 4.278 0.69 0.20 0.09
H 4.699 -1.796 4.434 0.08 -0.13 -0.23
C -0.003 0.234 5.158 0.01 0.48 0.46
H 0.771 -1.135 3.935 0.06 -1.32 -0.33
H -1.044 -4.131 3.793 -0.11 -0.33 0.35
H 5.707 -3.147 3.826 -0.34 0.12 -0.02
H 1.910 -2.450 6.637 0.14 -0.07 0.18
H 6.075 5.322 -0.363 -0.40 0.04 0.07
C 2.217 1.558 0.540 0.10 0.18 0.16
C 0.532 1.025 2.157 0.07 -0.09 -0.06
C 2.913 5.734 0.881 0.06 -0.41 -0.14
C 0.660 -4.611 1.822 0.16 0.38 -0.49
H 5.793 -4.874 6.542 0.00 -0.20 -0.03
C -2.326 0.711 6.673 1.15 0.16 -0.68
H 3.614 0.004 3.191 -0.33 -0.01 -0.16
H 3.602 -2.317 7.204 -0.19 -0.06 0.01
H 0.124 1.984 0.250 0.20 -0.06 0.18
H 1.401 4.161 0.919 0.32 0.21 -0.24
C 2.815 -3.011 6.886 0.12 0.06 -0.05
H -4.797 2.125 8.222 -0.10 0.08 0.00
C 4.678 -2.773 3.932 -0.10 0.12 0.00
O -3.443 0.884 7.427 -0.31 0.26 0.06
H 4.229 0.891 0.942 -0.32 0.08 0.19
H 4.628 7.040 0.752 -0.09 -0.28 -0.02
H -2.216 2.726 5.870 0.27 -0.23 0.03
H 1.628 -4.073 1.804 -0.24 -0.15 -0.22
H 3.065 -6.144 3.583 -0.38 -0.19 0.22
H -1.698 -5.772 4.185 0.40 0.49 0.19
H -0.123 2.322 4.641 -0.02 -0.10 -0.12
C 1.514 0.498 2.999 -0.14 0.24 -0.07
```
Positions in Å, forces in eV/Å.


Molecular formula: C26H35O6P2
Method: DFT, wB97M-V/def2-TZVPD

Output
- Frontier orbital gap: 3.2 eV
- Lowest unoccupied orbital energy: 0.002 hartree
- E: -58382.454 eV
- Total charge: -1

XYZ file:
```
69
Properties=species:S:1:pos:R:3:forces:R:3
C -5.339 -1.001 0.063 -0.83 0.26 0.45
O -0.847 -7.965 -1.488 -0.17 0.49 -0.26
O 0.262 -2.303 5.530 0.82 0.35 0.27
C -1.839 -5.396 -3.742 0.14 -0.52 -0.11
H -1.759 -0.833 0.322 0.03 -0.21 0.74
C -4.197 3.167 0.230 0.61 -0.24 -0.42
H -4.872 -2.075 -0.004 -0.84 2.17 -0.11
H 3.819 0.074 4.232 -0.02 0.00 0.01
H 2.912 1.903 1.858 -1.50 -1.45 -0.51
H -5.140 2.161 2.056 0.32 -0.59 -2.43
C -1.771 -4.531 -1.373 0.11 -0.20 0.42
H -2.830 1.296 -1.323 -0.15 0.67 -0.19
H -2.874 -0.713 -1.345 -0.26 -0.21 -0.24
C 2.123 1.104 1.525 0.04 -0.67 -0.61
C 1.478 1.416 0.021 0.49 -1.18 0.98
C 0.678 0.027 -0.419 -0.04 0.90 -0.37
C 3.398 3.358 -3.226 -0.36 -1.11 -0.07
H -6.212 -1.056 0.876 1.66 0.06 -1.93
C -1.453 -6.602 -3.312 -0.13 0.30 -0.36
H 2.051 4.078 -4.790 0.01 -0.04 0.05
H 2.729 6.466 -4.578 0.03 0.00 0.05
H -1.913 -3.696 -0.698 -0.01 0.11 -0.04
P -2.297 0.283 -0.449 1.17 -0.41 -1.78
H 2.661 0.045 1.416 -0.94 2.26 0.35
H -6.088 1.781 0.467 2.26 0.32 0.75
C 3.160 5.686 -3.961 -0.23 -0.35 -0.19
H -1.311 -7.437 -3.987 0.01 -0.01 0.04
H 4.847 3.001 -1.627 -0.06 -0.01 -0.03
O 4.914 0.044 6.585 -0.58 -0.32 -0.07
H 1.452 -0.651 -0.986 -1.45 1.20 1.14
C 3.091 -1.212 7.392 -0.40 -0.27 0.15
H -0.498 0.228 -3.716 -0.51 -1.75 1.85
H 0.394 -1.171 -2.822 -1.99 1.28 0.01
H -3.047 3.011 0.449 -2.28 0.42 -0.52
H 5.525 5.389 -1.415 -0.03 0.03 -0.02
H 2.393 1.542 -0.709 -1.92 0.15 1.31
H -4.322 3.193 -0.955 0.23 -0.07 2.66
C 3.843 -0.495 6.343 0.68 0.40 0.01
C 4.416 3.781 -2.244 0.29 0.36 0.23
C 4.779 5.062 -2.130 0.03 -0.45 0.11
C -2.026 -4.272 -2.804 -0.32 1.10 -0.26
C -0.636 0.348 -1.403 2.38 0.62 -1.10
H 3.536 -1.231 8.379 0.02 0.02 -0.04
O 4.510 7.282 -2.873 -0.17 -0.66 -0.07
C -4.986 1.897 0.903 -1.33 1.55 0.39
H 1.640 -1.028 3.736 -0.02 0.00 0.03
H -1.722 1.271 0.473 0.06 0.23 0.41
H -1.193 -5.942 0.103 0.00 -0.01 -0.05
C -0.606 -0.519 -2.793 1.28 -0.07 -0.25
H -2.031 -5.191 -4.788 0.00 0.04 0.04
C 1.922 -1.803 7.125 0.38 0.12 0.36
C 2.085 -1.047 4.723 0.35 0.23 -0.17
H -1.486 -1.280 -2.928 1.58 1.90 0.31
C -1.385 -5.736 -0.943 -0.10 0.35 -0.04
C 4.178 6.109 -2.979 0.19 0.77 0.08
H 0.780 2.361 0.072 1.39 -1.96 -0.28
H -0.489 1.489 -1.722 -0.36 -2.25 0.64
H 0.379 -0.500 0.584 0.22 0.84 -1.93
H 1.289 0.963 2.346 1.58 0.51 -1.72
O -2.377 -3.168 -3.197 0.12 -1.24 0.16
H -4.503 4.209 0.680 0.36 -2.06 -0.83
C 1.333 -1.764 5.772 -0.93 -0.41 -0.32
H -5.750 -0.588 -0.962 0.73 -1.13 1.88
C 3.254 -0.456 4.990 -0.31 -0.12 -0.23
H 1.357 -2.333 7.883 -0.02 0.01 -0.04
C -1.198 -6.861 -1.881 0.21 -0.56 0.39
P -4.050 0.234 0.844 -1.82 -0.88 1.42
C 2.797 4.405 -4.075 -0.05 0.49 -0.16
O 3.066 2.186 -3.332 0.34 0.93 0.02
```
Positions in Å, forces in eV/Å.